No. 1
Molecular formula: C30H33Cl5NO3ReS
Method: DFT, ωB97M-V/def2-TZVPD

CARTESIAN COORDINATES (ANGSTROEM)
1 C 3.237 -0.779 -2.549
2 H 1.663 -0.955 2.201
3 C 2.226 1.264 3.077
4 H 1.926 -3.224 1.593
5 H -2.530 -1.387 1.413
6 C 0.519 3.010 2.807
7 H -3.491 2.360 3.511
8 C 3.417 -0.316 -4.918
9 H 2.234 1.310 0.352
10 H 1.260 -4.622 2.431
11 C 1.190 -3.544 2.326
12 C 1.736 2.161 0.807
13 H -1.746 2.478 3.595
14 H 2.932 0.625 2.555
15 N 1.047 -0.285 -1.808
16 C -1.265 -3.684 2.870
17 H -2.275 -3.452 2.544
18 Cl -0.637 3.260 -1.820
19 H 5.021 -1.361 -1.521
20 O 2.469 -1.127 -0.287
21 C -0.487 -3.784 0.490
22 C -2.497 2.624 0.915
23 Cl -3.782 1.546 -5.788
24 O 0.080 -1.107 -3.967
25 C 2.678 -0.416 -3.765
26 C 4.591 -1.074 -2.468
27 H -1.512 3.065 0.836
28 H -3.884 0.263 0.566
29 Cl -2.197 3.821 -4.417
30 H -2.806 2.314 -0.079
31 H -3.188 3.381 1.273
32 C -2.947 -0.047 -3.786
33 H -1.524 -3.642 0.192
34 C 0.644 -0.726 1.969
35 Cl -3.741 -1.335 -4.563
36 C 5.351 -0.976 -3.625
37 H 0.203 2.796 3.824
38 H -2.535 0.951 3.969
39 O 0.606 1.266 -3.795
40 H -1.110 -3.250 3.856
41 H 2.779 2.125 3.439
42 H 0.172 -3.341 -0.257
43 C 0.127 0.617 1.869
44 H -0.287 -4.850 0.527
45 C -1.527 0.744 -1.933
46 H 1.828 0.733 3.938
47 H -4.031 -0.111 2.298
48 C -2.250 2.275 -3.697
49 H 1.305 3.758 2.863
50 H 1.429 -3.095 3.288
51 C -1.552 -0.931 1.432
52 C -1.331 0.479 1.607
53 C -2.525 1.410 1.848
54 H 2.482 2.931 0.979
55 H 6.408 -1.194 -3.583
56 C -2.564 1.826 3.326
57 Cl -2.017 -1.800 -1.914
58 H -0.300 3.440 2.247
59 H -4.660 1.393 1.664
60 H 0.987 2.550 0.122
61 C -0.221 -3.161 1.871
62 C 1.096 1.756 2.149
63 C -2.958 1.250 -4.329
64 C 4.777 -0.597 -4.830
65 C -1.550 2.020 -2.512
66 C -2.241 -0.243 -2.616
67 S 0.957 -0.085 -3.479
68 H 5.391 -0.518 -5.713
69 C -3.848 0.677 1.572
70 C -0.348 -1.673 1.761
71 C 2.260 -0.767 -1.439
72 Re -0.446 -0.224 -0.412
73 H 2.955 -0.028 -5.846
74 H -1.174 -4.764 2.948

Output
Total charge ... +1
Multiplicity ... 2
Calculated total energy ... -4220.57651 Ha
Maximum force ... 1.92 eV/A
Molar mass ... 851.14 g/mol

These are the Mulliken partial charges, in e, on atoms 1 to 6:
1 C -0.32
2 H 0.52
3 C -1.96
4 H 0.35
5 H 0.94
6 C -2.12

---

No. 2
Molecular formula: C34H25BrN5OV
Method: DFT, ωB97M-V/def2-TZVPD

CARTESIAN COORDINATES (ANGSTROEM)
1 H -1.939 3.820 0.395
2 H -1.695 -4.845 -2.264
3 H -2.087 -3.633 1.535
4 C -1.117 -1.739 1.736
5 N -0.303 1.186 -0.854
6 H -2.463 -2.442 0.281
7 C 0.943 1.717 -0.938
8 C 0.556 -0.359 1.757
9 C 3.558 2.627 -1.026
10 H -8.718 -0.069 -2.460
11 C -0.277 -4.224 -0.775
12 N -0.719 -1.583 3.024
13 C 4.951 4.693 0.740
14 H -7.725 -0.181 -0.194
15 C 0.305 -5.987 0.826
16 C 1.240 3.032 -0.503
17 H 6.496 5.970 -0.037
18 C -6.822 -0.327 -3.446
19 H -2.262 1.447 -0.365
20 H 1.295 0.309 1.345
21 V -0.195 -1.117 -1.224
22 H 0.841 -0.416 3.960
23 C -3.467 -0.749 -1.847
24 H 0.874 -6.303 1.695
25 H 3.720 3.250 1.790
26 C 5.719 3.199 2.531
27 C 1.942 0.837 -1.469
28 C 2.597 3.521 -0.536
29 H -4.812 -0.595 -4.157
30 C -0.549 -6.894 0.198
31 H 1.121 -4.002 0.845
32 N -0.351 -1.019 0.950
33 C 0.445 -4.695 0.355
34 H 4.585 2.962 -1.079
35 O 1.595 -0.371 -1.864
36 C 6.286 5.184 0.679
37 C -2.281 -2.576 1.345
38 C -1.097 3.247 0.027
39 Br 8.395 3.066 3.581
40 C -1.257 -6.463 -0.924
41 N 2.790 4.821 -0.171
42 C -2.258 -0.897 -1.688
43 H -7.250 -0.278 -4.441
44 H -5.286 -0.497 0.080
45 C 4.716 3.663 1.704
46 C -1.288 1.926 -0.396
47 C -0.181 -2.871 -1.197
48 C 0.345 -0.705 3.051
49 H 8.291 5.105 1.425
50 H 5.504 2.426 3.258
51 H -1.148 -2.027 3.815
52 C 3.238 1.340 -1.471
53 C 0.165 3.789 -0.015
54 H 4.026 0.698 -1.851
55 C 7.286 4.708 1.500
56 C -4.871 -0.569 -2.019
57 H 0.364 4.798 0.322
58 C -5.724 -0.449 -0.909
59 N 4.016 5.311 -0.008
60 H -3.169 -2.268 1.905
61 C -5.456 -0.505 -3.293
62 C -1.127 -5.172 -1.400
63 H -1.926 -7.154 -1.429
64 C -7.089 -0.272 -1.067
65 C 7.003 3.717 2.432
66 C -7.651 -0.209 -2.337
67 H -0.653 -7.907 0.568

Output
Total charge ... -2
Multiplicity ... 3
Maximum force ... 0.41 eV/A
Molar mass ... 650.46 g/mol
ΔE to the lowest compared entry with this formula, charge and spin ... 4.40 kcal per mole

These are the natural (NBO) partial charges, in e, on atoms 1 to 6:
1 H 0.20
2 H 0.21
3 H 0.24
4 C 0.42
5 N -0.46
6 H 0.30

---

No. 3
Molecular formula: C20H16BrCl3GaIN3O5SSe
Method: DFT, ωB97M-V/def2-TZVPD

CARTESIAN COORDINATES (ANGSTROEM)
1 O -1.776 1.681 2.408
2 C 2.217 0.960 2.667
3 I 2.480 -2.037 -2.412
4 C -3.779 0.232 0.005
5 C 6.791 -2.150 -2.362
6 H -0.111 3.676 -1.621
7 Cl -3.767 -3.068 -0.617
8 H 5.146 -3.328 -3.070
9 C 5.448 -2.427 -2.555
10 C -2.388 0.060 -0.436
11 H -6.842 0.924 -1.261
12 H -0.559 1.959 -1.511
13 C -5.464 0.145 1.740
14 H 2.119 1.311 3.691
15 C 4.475 -1.550 -2.089
16 C 0.818 3.802 0.946
17 C -4.763 0.551 -0.932
18 H 6.503 0.796 -0.720
19 H 3.266 0.888 2.388
20 Cl -1.883 -5.222 -1.107
21 H 1.749 -0.016 2.569
22 S -1.717 0.243 2.238
23 C -0.518 2.903 -0.974
24 N -1.430 0.019 0.543
25 C -1.275 -2.999 0.362
26 O -2.085 -0.037 -1.624
27 C -6.425 0.466 0.797
28 Cl -2.961 -4.817 1.543
29 C 1.568 3.272 1.940
30 N 0.352 2.756 0.191
31 H 7.536 -2.842 -2.731
32 H 8.224 -0.770 -1.550
33 C 6.217 -0.111 -1.233
34 C -2.414 -4.033 0.087
35 Ga -1.467 -2.159 -2.584
36 O -0.782 -2.480 -0.715
37 Se 0.367 -0.162 0.104
38 C 7.177 -0.992 -1.702
39 C 0.783 1.605 0.721
40 Br 3.619 0.870 -0.767
41 H 2.120 3.740 2.736
42 H -4.468 0.697 -1.962
43 N 1.535 1.909 1.787
44 O -0.962 -2.733 1.495
45 H -7.458 0.556 1.104
46 C -6.079 0.673 -0.537
47 C 4.874 -0.397 -1.428
48 O -3.210 -0.368 2.265
49 H -5.712 -0.028 2.778
50 H 0.579 4.824 0.711
51 C -4.151 0.035 1.329
52 H -1.519 3.178 -0.645

Output
Total charge ... +1
Multiplicity ... 1
Calculated total energy ... -10288.71834 Ha
Maximum force ... 0.17 eV/A
Molar mass ... 872.28 g/mol

These are the natural (NBO) partial charges, in e, on atoms 1 to 6:
1 O -0.92
2 C -0.42
3 I 0.20
4 C -0.19
5 C -0.19
6 H 0.23